(1)
ORCA calculation (ωB97M-V/def2-TZVPD) on a 6-piece molecular cluster, C7H19N5O14S overall.

Calculated values
SMILES: C[N+](=O)[O-].C[N+](=O)[O-].C[N+](=O)[O-].C[N+](=O)[O-].C[N+](=O)[O-].O=S1(=O)OCCO1
Spin multiplicity: 1

Geometry (Å):
C: 5.6028 -4.7469 -5.1810
N: 4.8231 -3.5401 -5.6059
O: 3.5947 -3.6777 -5.6810
O: 5.4844 -2.4835 -5.7433
H: 6.5284 -4.9414 -5.7228
H: 5.0790 -5.6898 -5.3380
H: 5.8341 -4.5726 -4.1302
C: -5.0389 -4.6830 3.0248
N: -4.6131 -4.1404 1.6808
O: -4.1433 -3.0054 1.5828
O: -4.6368 -4.9094 0.7619
H: -4.8516 -4.0372 3.8827
H: -4.5929 -5.6775 3.0173
H: -6.1172 -4.8176 2.9394
C: 9.2700 0.6410 -2.7717
N: 9.4016 0.5041 -4.2803
O: 9.1084 1.4569 -4.9958
O: 9.9468 -0.5265 -4.6368
H: 9.0921 1.6914 -2.5413
H: 10.1101 0.2374 -2.2064
H: 8.4415 -0.0343 -2.5582
C: 0.5444 1.4174 -0.7271
N: 1.5646 0.5465 -1.3459
O: 1.1272 -0.5632 -1.5726
O: 2.6922 1.0137 -1.5949
H: -0.4477 0.9697 -0.7866
H: 0.6694 2.4024 -1.1766
H: 0.8612 1.4905 0.3133
C: -1.4178 -0.6835 5.7324
N: -0.7681 0.1848 6.7307
O: -1.4515 0.7781 7.5640
O: 0.4691 0.2358 6.8054
H: -1.4660 -1.6824 6.1661
H: -0.7982 -0.6474 4.8363
H: -2.4427 -0.3365 5.6010
O: -4.3809 4.3074 2.8022
S: -5.6626 4.6279 2.2429
O: -6.8584 4.8410 3.0809
O: -5.6249 5.8146 1.1083
C: -6.4004 5.5347 -0.0233
C: -6.3176 3.9774 -0.1624
O: -6.0142 3.4834 1.1458
H: -7.3710 6.0103 0.1176
H: -6.0300 5.9079 -0.9781
H: -5.5128 3.6575 -0.8241
H: -7.2862 3.6646 -0.5524

Cartesian forces (eV/Å) of the 3 atoms listed first:
0.4008 -0.7960 0.0756
0.0546 0.9510 -0.1506
2.1510 0.6474 -0.1016

(2)
ORCA calculation (ωB97M-V/def2-TZVPD) on a 2-piece molecular cluster, CH6O2 overall.

Calculated values
SMILES: CO.O
Spin multiplicity: 1

Geometry (Å):
C: -0.8739 1.2366 0.3091
O: 0.4910 1.1866 -0.3306
H: -0.7583 1.6739 1.2826
H: -1.3539 1.9181 -0.3197
H: -1.2321 0.1918 0.3424
H: 0.6101 0.1115 -0.3813
O: 1.0657 -1.7243 -0.1843
H: 0.8206 -2.0587 -1.0568
H: 1.2308 -2.5356 0.3387

Cartesian forces (eV/Å) of the 3 atoms listed first:
3.0652 -1.0401 -0.6241
-1.0647 -4.5100 0.6420
-0.1020 -0.0312 0.6416

(3)
ORCA calculation (ωB97M-V/def2-TZVPD) on C9H15BO6 in the gas phase.

Calculated values
SMILES: C#C[C@@](COCOCCO)(OC=O)B(C)O
Spin multiplicity: 1

Geometry (Å):
C: -1.0694 1.0186 2.4593
C: -0.1847 1.0593 1.6551
C: 0.9449 0.9514 0.6885
C: 0.8100 -0.4318 -0.0252
O: 0.4465 -0.2904 -1.3902
C: 0.3583 -1.5753 -1.9876
O: -0.9165 -1.8150 -2.4952
C: -1.8363 -2.2904 -1.5278
C: -2.9212 -1.2189 -1.2258
O: -4.2319 -1.7609 -1.3840
O: 0.9745 2.0679 -0.2156
C: -0.2634 2.6041 -0.4908
O: -0.5373 3.6875 -0.0923
B: 2.3173 0.9901 1.5354
C: 3.4128 2.1032 1.3832
O: 2.5091 -0.0381 2.4601
H: -1.7795 0.6690 3.1662
H: 1.7311 -1.0117 0.1290
H: 0.0180 -1.0000 0.4779
H: 1.0577 -1.6614 -2.8234
H: 0.6183 -2.3721 -1.2790
H: -2.3572 -3.1635 -1.9294
H: -1.3716 -2.5736 -0.5755
H: -2.8070 -0.4623 -2.0072
H: -2.7759 -0.7283 -0.2574
H: -4.5296 -1.9955 -0.5024
H: -0.9830 2.0666 -1.1273
H: 3.4115 2.7386 2.2773
H: 4.3987 1.6259 1.3165
H: 3.3062 2.7228 0.4923
H: 2.1602 0.2218 3.3191

Cartesian forces (eV/Å) of the 3 atoms listed first:
0.0084 -0.6962 0.2469
0.8473 0.0564 -0.5707
-0.3684 0.0828 0.1882

Number 1: gap between HOMO and LUMO 10.97 eV, lowest unoccupied orbital energy 0.02 eV. Number 2: gap between HOMO and LUMO 10.12 eV, lowest unoccupied orbital energy 0.46 eV. Number 3: gap between HOMO and LUMO 10.27 eV, lowest unoccupied orbital energy 0.28 eV.